{
  "formula": "C48H70B2N11O4S",
  "method": "ωB97M-V/def2-TZVPD",
  "elements": ["C", "O", "C", "C", "C", "C", "C", "C", "C", "N", "C", "S", "N", "C", "B", "O", "O", "C", "B", "C", "O", "H", "H", "H", "H", "H", "H", "H", "H", "H", "H", "H", "H", "H", "H", "H", "H", "H", "H", "H", "H", "H", "H", "H", "H", "H", "N", "C", "C", "C", "C", "H", "H", "H", "H", "H", "N", "C", "C", "C", "C", "H", "H", "H", "H", "H", "N", "C", "C", "C", "C", "H", "H", "H", "H", "H", "N", "C", "C", "C", "C", "H", "H", "H", "H", "H", "N", "C", "C", "C", "C", "H", "H", "H", "H", "H", "N", "C", "C", "C", "C", "H", "H", "H", "H", "H", "N", "C", "C", "C", "C", "H", "H", "H", "H", "H", "N", "C", "C", "C", "C", "H", "H", "H", "H", "H", "N", "C", "C", "C", "C", "H", "H", "H", "H", "H"],
  "coordinates": [[3.821, 0.271, 0.780], [2.606, 0.507, 1.481], [1.625, 1.146, 0.667], [1.737, 2.661, 0.844], [0.350, 3.310, 0.650], [0.296, 4.113, -0.647], [-1.135, 4.564, -0.937], [-1.829, 3.364, -1.634], [-3.229, 3.068, -1.079], [-3.385, 1.672, -0.635], [-2.919, 0.572, -1.176], [-1.943, 0.426, -2.635], [-3.294, -0.483, -0.491], [-4.074, -0.058, 0.587], [-4.704, -1.126, 1.574], [-4.551, -1.153, 2.916], [-5.491, -2.069, 0.993], [-4.132, 1.276, 0.492], [-4.952, 2.214, 1.472], [-5.072, 2.022, 3.018], [-5.639, 3.253, 0.867], [4.287, -0.651, 1.123], [4.526, 1.073, 1.010], [3.693, 0.223, -0.301], [1.705, 0.886, -0.392], [0.638, 0.834, 1.009], [2.441, 3.076, 0.125], [2.103, 2.907, 1.838], [-0.414, 2.528, 0.655], [0.184, 4.017, 1.459], [0.679, 3.461, -1.438], [0.959, 4.976, -0.611], [-1.071, 5.431, -1.589], [-1.635, 4.862, -0.014], [-1.148, 2.530, -1.518], [-1.947, 3.646, -2.675], [-4.018, 3.324, -1.780], [-3.385, 3.671, -0.194], [-2.307, -0.728, -3.233], [-3.057, -1.441, -0.698], [-3.889, -0.528, 3.231], [-5.372, -2.925, 1.427], [-4.129, 1.790, 3.518], [-5.523, 2.878, 3.513], [-5.751, 1.188, 3.216], [-5.318, 4.084, 1.243], [0.634, -1.886, 1.766], [-0.185, -1.758, 2.852], [-1.261, -2.590, 2.672], [-1.082, -3.250, 1.425], [0.097, -2.794, 0.894], [1.496, -1.384, 1.622], [0.068, -1.090, 3.658], [-2.083, -2.715, 3.358], [-1.740, -3.975, 0.974], [0.600, -3.035, -0.029], [7.165, -0.010, -1.174], [6.426, -1.045, -1.679], [6.080, -0.728, -2.965], [6.637, 0.549, -3.250], [7.302, 0.964, -2.127], [7.549, 0.030, -0.248], [6.210, -1.916, -1.081], [5.496, -1.342, -3.630], [6.560, 1.098, -4.173], [7.858, 1.863, -1.925], [1.464, 9.044, -0.328], [0.717, 8.089, 0.304], [1.508, 7.490, 1.249], [2.784, 8.114, 1.188], [2.724, 9.069, 0.209], [1.141, 9.637, -1.070], [-0.310, 7.917, 0.026], [1.209, 6.694, 1.911], [3.645, 7.887, 1.794], [3.465, 9.761, -0.154], [3.182, -4.752, -0.288], [3.462, -4.562, -1.616], [3.947, -5.740, -2.116], [3.957, -6.679, -1.049], [3.478, -6.041, 0.063], [2.817, -4.053, 0.331], [3.295, -3.607, -2.087], [4.261, -5.912, -3.132], [4.278, -7.706, -1.094], [3.323, -6.390, 1.069], [4.181, 7.702, -2.378], [5.539, 7.544, -2.348], [5.988, 7.497, -3.642], [4.855, 7.637, -4.487], [3.757, 7.763, -3.678], [3.587, 7.765, -1.570], [6.067, 7.478, -1.412], [7.013, 7.377, -3.948], [4.848, 7.645, -5.564], [2.714, 7.891, -3.915], [-0.082, -2.903, -3.678], [-1.170, -3.347, -4.390], [-0.853, -4.565, -4.924], [0.473, -4.874, -4.517], [0.920, -3.834, -3.749], [-0.029, -2.034, -3.181], [-2.072, -2.759, -4.455], [-1.498, -5.171, -5.537], [1.033, -5.760, -4.760], [1.861, -3.676, -3.250], [-5.395, -5.655, 3.299], [-4.258, -5.370, 4.002], [-3.241, -6.131, 3.495], [-3.786, -6.910, 2.437], [-5.116, -6.591, 2.338], [-6.296, -5.243, 3.462], [-4.272, -4.650, 4.802], [-2.220, -6.130, 3.839], [-3.259, -7.619, 1.821], [-5.885, -6.945, 1.672], [-2.154, 4.539, 4.848], [-1.050, 4.623, 5.650], [-0.133, 3.709, 5.205], [-0.704, 3.048, 4.085], [-1.950, 3.583, 3.888], [-2.984, 5.093, 4.950], [-1.012, 5.323, 6.467], [0.839, 3.534, 5.633], [-0.250, 2.270, 3.493], [-2.707, 3.367, 3.152], [-4.107, -9.192, -0.426], [-4.005, -9.034, -1.782], [-3.303, -10.098, -2.277], [-2.971, -10.935, -1.177], [-3.483, -10.351, -0.051], [-4.569, -8.557, 0.197], [-4.439, -8.180, -2.275], [-3.054, -10.262, -3.312], [-2.421, -11.861, -1.211], [-3.457, -10.657, 0.981]],
  "forces_ev_per_a": [[0.6, 0.4, 0.3], [-0.4, -1.0, -1.0], [0.4, 0.8, 0.9], [-0.8, 0.0, -0.2], [1.1, 0.8, -0.4], [-0.1, 0.0, 0.4], [0.7, -0.6, -0.6], [-0.7, 1.3, 0.3], [0.5, -0.1, 0.0], [-0.9, 0.2, 0.7], [1.0, -1.1, -2.2], [0.7, 0.9, -0.5], [-0.9, -0.3, 1.1], [0.5, -1.3, 0.0], [-0.5, -0.1, 0.0], [0.5, 0.3, 0.0], [0.7, -0.4, -0.5], [-0.3, 1.1, 0.8], [-0.4, 0.5, -0.3], [0.3, -0.3, 0.0], [1.2, 0.0, -0.3], [-0.2, -0.2, 0.1], [0.1, 0.1, -0.2], [-0.1, -0.1, 0.0], [0.2, -0.3, 0.0], [0.0, -0.3, 0.2], [0.1, 0.1, 0.0], [0.1, -0.3, 0.1], [-0.2, 0.1, 0.1], [-0.4, -0.2, 0.2], [-0.1, 0.2, -0.3], [0.2, 0.0, 0.3], [-0.4, 0.1, -0.1], [0.0, 0.0, 0.1], [-0.2, -0.2, -0.2], [0.3, -0.5, -0.3], [-0.1, -0.2, -0.1], [-0.1, 0.0, 0.1], [-0.6, 0.0, 0.8], [0.1, 0.0, 0.0], [0.0, -0.1, 0.2], [-0.5, 0.0, 0.2], [-0.1, -0.1, 0.0], [0.0, 0.2, 0.0], [0.0, -0.1, 0.0], [-0.9, 0.2, 0.2], [-0.1, -0.2, -0.1], [0.0, 0.1, -0.1], [-0.1, 0.1, 0.0], [-0.2, 0.1, -0.1], [0.1, 0.2, -0.1], [0.1, 0.2, 0.1], [0.0, 0.0, 0.0], [0.0, -0.1, 0.0], [0.0, -0.1, 0.1], [-0.1, -0.1, 0.0], [-0.1, 0.0, -0.1], [-0.1, 0.0, 0.1], [-0.1, 0.0, 0.0], [0.0, 0.0, 0.0], [0.0, 0.0, 0.1], [0.1, 0.0, 0.0], [0.0, 0.0, 0.0], [0.0, 0.0, 0.0], [0.0, 0.0, 0.0], [0.0, 0.0, 0.0], [0.0, -0.1, 0.0], [0.0, 0.0, -0.1], [-0.1, -0.1, 0.0], [0.0, -0.1, 0.0], [0.0, 0.1, 0.0], [0.0, 0.0, 0.0], [0.0, 0.0, 0.0], [0.0, 0.0, 0.0], [0.0, 0.0, 0.0], [0.0, 0.0, 0.0], [0.0, 0.1, -0.1], [0.1, 0.0, 0.1], [0.0, 0.0, 0.0], [0.0, 0.0, 0.0], [0.0, 0.0, 0.0], [0.0, -0.1, 0.1], [0.2, 0.0, 0.1], [0.0, 0.0, 0.0], [0.0, 0.0, 0.0], [0.0, 0.0, 0.0], [0.0, 0.0, -0.1], [0.0, 0.0, 0.0], [0.0, 0.0, 0.0], [0.0, 0.0, 0.0], [0.0, 0.0, 0.1], [0.0, 0.0, 0.0], [0.0, 0.0, 0.0], [0.0, 0.0, 0.0], [0.0, 0.0, 0.0], [0.0, 0.0, 0.0], [-0.1, -0.1, 0.0], [0.0, 0.1, 0.1], [0.0, 0.0, 0.0], [0.0, 0.0, 0.0], [0.0, 0.1, 0.0], [0.1, 0.0, 0.0], [0.0, 0.0, -0.1], [0.0, 0.0, 0.0], [0.0, 0.0, 0.0], [-0.3, -0.1, -0.2], [0.0, 0.0, -0.2], [0.0, 0.2, 0.1], [0.0, 0.0, -0.1], [0.0, 0.0, -0.1], [0.0, 0.0, 0.0], [0.0, -0.1, 0.1], [0.0, 0.0, 0.0], [0.0, 0.0, 0.0], [0.0, 0.0, 0.0], [0.0, 0.0, 0.0], [0.0, 0.0, -0.1], [-0.1, 0.0, 0.0], [0.0, 0.0, 0.0], [0.0, 0.0, -0.1], [0.0, 0.1, 0.0], [0.0, 0.0, 0.0], [0.0, 0.0, 0.0], [0.0, 0.0, 0.0], [0.0, 0.0, 0.0], [0.1, 0.0, 0.0], [0.0, 0.0, -0.1], [0.0, 0.1, 0.0], [0.0, 0.0, 0.0], [0.0, 0.0, 0.0], [0.0, 0.0, 0.1], [0.0, 0.0, 0.0], [0.0, 0.0, 0.0], [0.0, 0.0, 0.0], [0.0, 0.0, 0.0], [0.0, 0.0, 0.0]],
  "largest_force_ev_per_a": 2.6,
  "e_homo_ev": -9.5,
  "orbital_gap_ev": 6.650,
  "multiplicity": 1,
  "charge": 1
}